[1]
This record from OMol25 describes a molecular structure, C37H27Br2Cl2I2N4O4Os. The level of theory is ωB97M-V with the def2-TZVPD basis set.

The geometry in ORCA input format:
```
! wB97M-V def2-TZVPD RIJCOSX def2/J DEFGRID3
* xyz 1 5
Os -0.3791 -1.3479 -0.6963
I -7.6127 1.4821 0.0052
C -5.7184 0.7858 -0.5134
C -5.0101 1.4268 -1.5211
C -3.7402 0.9847 -1.8402
I -2.6895 1.9444 -3.3741
C -3.1503 -0.1054 -1.1860
O -1.9450 -0.5065 -1.5765
C -3.8972 -0.7662 -0.2048
C -3.3399 -1.9659 0.5347
N -2.3772 -2.7510 -0.2879
C -2.1204 -4.0514 0.3234
C -0.8765 -4.7144 -0.1947
C -0.5806 -6.0046 0.2357
C 0.5498 -6.6306 -0.2401
C 1.3491 -5.9522 -1.1536
C 0.9769 -4.6758 -1.5238
N -0.1086 -4.0515 -1.0505
C -5.1683 -0.3095 0.1264
H -5.4444 2.2583 -2.0579
H -4.1760 -2.6017 0.8436
H -2.8208 -1.6540 1.4340
H -2.7650 -2.8658 -1.2166
H -2.9600 -4.7400 0.1718
H -2.0230 -3.8970 1.3976
H -1.2426 -6.5000 0.9358
H 0.8027 -7.6321 0.0820
H 2.2372 -6.4018 -1.5737
H 1.5738 -4.1248 -2.2443
H -5.7327 -0.8309 0.8895
C 2.5698 -1.8045 -2.2440
C 2.6830 -1.7759 -0.7545
C 3.9635 -1.7959 -0.1619
C 4.1113 -1.7204 1.1906
C 2.9678 -1.6494 2.0218
C 2.9758 -1.5848 3.4350
Br 4.6187 -1.5178 4.3746
C 1.7992 -1.5688 4.1320
C 0.5660 -1.6138 3.4539
Br -1.0433 -1.6163 4.4299
C 0.4897 -1.6586 2.0795
O -0.6275 -1.7120 1.3949
C 1.7251 -1.6649 1.3787
N 1.5996 -1.7083 0.0072
H 3.3089 -2.4901 -2.6572
H 2.7702 -0.8124 -2.6425
H 1.5717 -2.0835 -2.5767
H 4.8263 -1.8680 -0.8098
H 5.0972 -1.7282 1.6388
H 1.8088 -1.5247 5.2123
Cl -1.5607 6.4622 -1.9620
C -1.6175 5.4350 -0.5946
C -2.8205 5.1061 -0.0244
C -2.8439 4.2463 1.0768
C -1.6671 3.7458 1.6252
C -0.4485 4.0719 1.0982
Cl 0.9256 3.6219 2.0252
C -0.3761 4.9044 -0.0956
N 0.7704 5.2753 -0.7117
C 1.9742 4.5436 -0.6449
C 3.1081 5.2293 -0.2053
C 4.2629 4.5300 0.0539
C 4.2812 3.1525 -0.1343
C 3.1705 2.5004 -0.6482
C 1.9906 3.1812 -0.9615
C 0.9108 2.4337 -1.7451
C 0.5245 1.1173 -1.1516
O 0.5413 0.0697 -1.9065
O 0.1520 1.0811 0.0260
H -3.7388 5.4991 -0.4396
H -3.7847 3.9829 1.5242
H -1.6943 3.1247 2.5070
H 0.7455 6.1353 -1.2497
H 3.0467 6.2896 0.0030
H 5.1360 5.0459 0.4299
H 5.1798 2.5900 0.0962
H 3.2193 1.4463 -0.8447
H 1.2697 2.3207 -2.7692
H -0.0493 2.9553 -1.8038
*
```

Results
Expectation value of S² = 6.05
Energy relative to the best compared isomer or geometry (same formula, charge and spin) = 14.8 kcal/mol

[2]
This record from OMol25 describes a molecular structure, C37H27BrF2N3O4Pt at a distorted geometry. The level of theory is ωB97M-V with the def2-TZVPD basis set.

The geometry in ORCA input format:
```
! wB97M-V def2-TZVPD RIJCOSX def2/J DEFGRID3
* xyz 1 5
Pt -0.9970 -0.8011 -1.0749
Br -7.6386 1.7749 -2.8990
C -5.8920 1.4943 -2.2819
C -5.0666 2.6047 -2.0511
C -3.7837 2.3806 -1.6324
C -3.2807 1.0728 -1.3900
O -2.0568 0.9692 -1.0227
C -4.1817 -0.0723 -1.5650
C -3.8363 -1.4084 -1.2633
N -2.6526 -1.8005 -0.7437
C -2.4076 -3.1405 -0.4613
C -3.3389 -4.0342 0.0143
C -3.0170 -5.3997 0.0992
C -1.7898 -5.8714 -0.3173
C -0.8072 -4.9862 -0.7664
C 0.4431 -5.4031 -1.3418
C 1.3253 -4.4880 -1.7655
C 1.1409 -3.0264 -1.5435
N -0.1911 -2.6634 -1.1347
C -1.0839 -3.5919 -0.7662
C -5.4599 0.1874 -2.0541
H -5.4410 3.6049 -2.2081
H -3.1044 3.2094 -1.4796
H -4.5467 -2.1873 -1.5184
H -4.3147 -3.6794 0.3176
H -3.7655 -6.0920 0.4601
H -1.5796 -6.9326 -0.3153
H 0.6356 -6.4618 -1.4610
H 2.2550 -4.7773 -2.2343
H 1.3721 -2.4673 -2.4590
H -6.1287 -0.6425 -2.2365
C 3.1100 5.1634 0.9470
C 1.9788 4.8285 1.9025
C 0.9944 5.9823 2.0583
C 0.0479 5.6792 3.2118
C -0.5265 4.2900 3.0903
C -1.6434 3.9359 3.8158
C -2.2108 2.6748 3.6646
F -3.3015 2.3736 4.3829
C -1.7059 1.7574 2.7853
C -0.5741 2.0950 2.0361
C -0.0681 1.1354 1.0571
O -0.5603 -0.0281 1.0205
C 0.9864 1.6139 0.2408
C 1.6066 2.7986 0.5467
N 1.2025 3.6333 1.5041
C 0.0410 3.3460 2.2106
C 1.5597 0.8426 -0.9383
O 2.7365 1.0198 -1.2056
O 0.7653 0.0954 -1.6231
H 3.6150 6.0521 1.3212
H 2.7326 5.3859 -0.0524
H 3.8521 4.3679 0.8882
H 2.4028 4.6026 2.8866
H 0.4347 6.0934 1.1256
H 1.5319 6.9119 2.2393
H -0.7659 6.4049 3.2378
H 0.5806 5.7681 4.1628
H -2.0972 4.6433 4.4985
H -2.1706 0.7910 2.6508
H 2.4957 3.0520 -0.0102
F 7.2925 -4.2418 -2.0116
C 6.0899 -3.7994 -1.6117
C 5.5207 -2.7211 -2.2632
C 4.2661 -2.2903 -1.8645
C 3.5876 -2.9308 -0.8309
C 2.1872 -2.5181 -0.4766
C 4.2046 -3.9920 -0.1745
C 5.4626 -4.4314 -0.5547
H 6.0625 -2.2335 -3.0622
H 3.8108 -1.4345 -2.3511
H 1.8921 -2.9214 0.4935
H 2.1146 -1.4335 -0.4497
H 3.6929 -4.4834 0.6448
H 5.9556 -5.2496 -0.0475
*
```

Results
Expectation value of S² = 6.05
Energy = -130184.508 eV

[3]
This record from OMol25 describes a molecular structure, C37H27FeN5O2S3. The level of theory is ωB97M-V with the def2-TZVPD basis set.

The geometry in ORCA input format:
```
! wB97M-V def2-TZVPD RIJCOSX def2/J DEFGRID3
* xyz 0 5
Fe 0.1201 -0.0382 -0.3911
O -0.4559 -1.0783 -4.4058
C -0.3582 -0.5590 -3.2885
N -0.2354 -1.1189 -2.0997
C -0.1778 -2.5574 -1.9916
C 0.9299 -2.9242 -1.0305
C 1.7380 -4.0373 -1.2285
C 2.7412 -4.3196 -0.3175
C 2.9083 -3.4863 0.7773
C 2.0614 -2.3987 0.9002
N 1.1051 -2.1146 0.0220
C -0.3081 0.9694 -3.2026
C -0.2371 1.7103 -4.3742
C -0.1153 3.0857 -4.2893
C -0.0833 3.6833 -3.0376
C -0.1783 2.8716 -1.9209
N -0.2865 1.5470 -1.9944
H -1.1158 -2.9382 -1.5629
H -0.0330 -3.0481 -2.9576
H 1.5786 -4.6622 -2.0965
H 3.3863 -5.1765 -0.4616
H 3.6735 -3.6702 1.5181
H 2.1468 -1.7202 1.7422
H -0.2755 1.1778 -5.3131
H -0.0469 3.6872 -5.1866
H 0.0072 4.7545 -2.9233
H -0.1784 3.2937 -0.9218
C 1.0991 2.3938 3.1776
C 0.4719 1.6207 2.1870
N 1.1017 1.2014 1.1050
C 2.4033 1.5425 0.9484
C 3.1130 2.3073 1.8764
C 2.4192 2.7345 3.0250
C 4.4936 2.6285 1.6313
C 5.1164 2.2018 0.5132
C 4.4134 1.4123 -0.4610
C 5.0097 0.9387 -1.6458
C 4.2698 0.1853 -2.5227
C 2.9276 -0.0947 -2.2140
N 2.3487 0.3432 -1.1164
C 3.0721 1.0822 -0.2509
H 0.5251 2.7049 4.0386
H -0.5696 1.3438 2.2640
H 2.9360 3.3278 3.7693
H 5.0221 3.2211 2.3667
H 6.1551 2.4446 0.3307
H 6.0471 1.1742 -1.8489
H 4.6957 -0.1934 -3.4408
H 2.3123 -0.6949 -2.8755
O -1.4853 -0.2772 0.5998
C -2.6422 -0.4615 1.2984
C -3.7904 -0.7529 0.3319
C -3.6500 -0.9508 -1.0062
C -4.8960 -1.1534 -1.6676
C -5.9529 -1.0933 -0.8160
S -5.4479 -0.7946 0.7949
C -2.4519 -1.6478 2.2438
C -3.1118 -2.8372 2.2939
C -2.5311 -3.7659 3.2042
C -1.4262 -3.2674 3.8180
S -1.0817 -1.6764 3.2917
C -3.0078 0.8223 2.0526
C -3.0213 2.0667 1.4928
C -3.4061 3.0825 2.4041
C -3.6881 2.5862 3.6428
S -3.4726 0.8918 3.7016
H -2.6834 -0.9298 -1.4856
H -4.9927 -1.3253 -2.7293
H -6.9996 -1.2059 -1.0435
H -3.9832 -3.0487 1.6933
H -2.9211 -4.7563 3.3862
H -0.7994 -3.7456 4.5519
H -2.7636 2.2280 0.4553
H -3.4796 4.1299 2.1508
H -4.0084 3.1245 4.5187
*
```

Results
Expectation value of S² = 6.02
Energy relative to the best compared isomer or geometry (same formula, charge and spin) = 0.0 kcal/mol

[4]
This record from OMol25 describes a molecular structure, C37H28AgCl2F5NOP2 at a distorted geometry. The level of theory is ωB97M-V with the def2-TZVPD basis set.

The geometry in ORCA input format:
```
! wB97M-V def2-TZVPD RIJCOSX def2/J DEFGRID3
* xyz -1 1
Ag -0.5100 0.2805 0.2796
C 2.0447 1.0676 2.3923
P 1.9138 -0.3321 1.1650
C 1.7772 -1.8294 2.1775
C 2.2613 -3.0288 1.6586
C 1.9861 -4.2251 2.2870
C 1.2167 -4.2449 3.4405
C 0.7016 -3.0630 3.9450
C 0.9687 -1.8657 3.3098
C 3.6594 -0.3829 0.6205
C 3.9405 -0.0731 -0.7039
C 5.2524 -0.0008 -1.1403
C 6.2902 -0.2400 -0.2555
C 6.0127 -0.5619 1.0635
C 4.7041 -0.6433 1.4993
C 1.5274 2.2982 1.7169
C 1.9393 3.6133 1.7859
C 1.1502 4.3287 0.8617
C 0.2939 3.4088 0.2912
C -0.6080 3.4568 -0.9006
P -0.1640 1.9171 -1.8744
C -1.6275 0.8069 -1.8807
C -2.8332 0.9843 -1.1999
C -3.7890 -0.0195 -1.2020
C -3.5721 -1.1994 -1.8962
C -2.3959 -1.3689 -2.6093
C -1.4314 -0.3827 -2.5917
C -0.3673 2.6337 -3.5472
C -1.4943 2.4905 -4.3444
C -1.5443 3.0936 -5.5873
C -0.4688 3.8333 -6.0504
C 0.6669 3.9669 -5.2653
C 0.7174 3.3646 -4.0252
N 0.5137 2.1808 0.8234
H 3.0828 1.1969 2.7131
H 1.4282 0.8169 3.2616
H 2.8439 -3.0065 0.7471
H 2.3617 -5.1515 1.8736
H 1.0001 -5.1829 3.9337
H 0.0809 -3.0704 4.8307
H 0.5257 -0.9548 3.6872
H 3.1173 0.1239 -1.3775
H 5.4718 0.2507 -2.1680
H 7.3173 -0.1704 -0.5883
H 6.8229 -0.7395 1.7568
H 4.4806 -0.8986 2.5262
H 2.7242 4.0114 2.4072
H 1.2040 5.3851 0.6587
H -0.4098 4.3393 -1.5175
H -1.6724 3.4415 -0.6379
H -3.0499 1.9206 -0.7003
H -4.7100 0.1199 -0.6500
H -4.3146 -1.9843 -1.8739
H -2.2224 -2.2830 -3.1570
H -0.5055 -0.5106 -3.1377
H -2.3349 1.9121 -3.9872
H -2.4308 2.9895 -6.1982
H -0.5140 4.3039 -7.0226
H 1.5099 4.5400 -5.6275
H 1.5939 3.4563 -3.3955
F -4.7595 -5.0551 2.3433
C -3.7654 -4.3120 1.8010
C -2.9762 -4.8169 0.7719
F -3.2144 -6.0624 0.3078
C -1.9726 -4.0638 0.2056
F -1.2521 -4.6244 -0.7945
C -1.6756 -2.7249 0.6052
O -0.7943 -2.0119 0.0754
C -2.5035 -2.2823 1.6779
F -2.2773 -1.0150 2.1354
C -3.5133 -3.0216 2.2481
F -4.2765 -2.4818 3.2285
Cl -4.8781 2.6324 3.5742
C -3.8586 1.3197 2.9716
Cl -2.4125 1.9441 2.1505
H -4.4536 0.7351 2.2720
H -3.5497 0.7213 3.8257
*
```

Results
Energy relative to the best compared isomer or geometry (same formula, charge and spin) = 13.1 kcal/mol

[5]
This record from OMol25 describes a molecular structure, C37H28BrIN2O5PTi at a distorted geometry. The level of theory is ωB97M-V with the def2-TZVPD basis set.

The geometry in ORCA input format:
```
! wB97M-V def2-TZVPD RIJCOSX def2/J DEFGRID3
* xyz -1 3
Ti -19.4192 -8.8532 -0.4025
Br -21.7533 -1.8856 0.5258
C -21.6698 -3.8610 0.6410
C -22.5584 -4.6257 -0.0766
C -22.4026 -5.9606 -0.1672
C -21.2473 -6.5365 0.2945
O -21.0685 -7.8308 0.0624
C -20.2625 -5.7563 0.9289
C -19.2053 -6.2522 1.6880
N -18.7223 -7.5552 1.3976
C -17.8108 -8.2037 2.0260
C -17.6515 -8.0860 3.5580
C -16.7706 -8.9106 4.2411
C -16.2148 -10.0716 3.6897
C -16.3941 -10.2485 2.2734
C -15.7200 -11.3856 1.6749
C -15.9746 -11.6479 0.3652
C -16.9210 -10.8521 -0.3247
N -17.3983 -9.7812 0.2501
C -17.2345 -9.4464 1.5029
C -20.4540 -4.3659 1.0667
H -23.3902 -4.1812 -0.4699
H -23.3198 -6.6044 -0.5918
H -18.9986 -5.6546 2.4900
H -18.2188 -7.3872 4.0941
H -16.5003 -8.7210 5.3134
H -15.5890 -10.6019 4.2891
H -15.0738 -12.0249 2.1898
H -15.3380 -12.5427 -0.1201
H -17.1383 -10.9343 -1.3704
H -19.5437 -3.8116 1.7143
O -19.7658 -10.2295 1.3582
C -19.8441 -11.1551 0.5882
O -19.7906 -10.9128 -0.7237
H -19.8231 -12.1615 0.7769
C -21.5909 -7.3431 -3.7236
P -21.3773 -8.9412 -2.8698
C -20.9807 -10.0559 -4.2870
C -20.5196 -9.6334 -5.5221
C -19.9889 -10.5072 -6.4338
C -20.1427 -11.8520 -6.1855
C -20.7443 -12.3188 -5.0022
C -21.0915 -11.4275 -4.0168
C -23.1211 -9.5329 -2.5976
C -24.1243 -9.4125 -3.5364
C -25.4211 -9.7709 -3.1970
C -25.7244 -10.3698 -1.9535
C -24.7130 -10.5033 -0.9943
C -23.4055 -10.0753 -1.3052
H -22.6715 -7.3431 -4.2320
H -20.7264 -7.2207 -4.1563
H -21.6317 -6.4816 -2.9270
H -20.3731 -8.4579 -5.6770
H -19.5935 -10.1777 -7.2829
H -19.8256 -12.4608 -7.0320
H -20.8098 -13.3497 -4.8515
H -21.4089 -11.7824 -3.0418
H -23.9131 -8.8647 -4.4120
H -26.3596 -9.6651 -3.7875
H -26.6862 -10.7484 -1.6915
H -24.9362 -10.8877 -0.0170
H -22.6673 -10.0759 -0.4439
I -15.3468 -4.3765 -7.0194
C -16.5450 -5.5086 -5.5782
C -16.3395 -6.8145 -5.5045
C -16.8918 -7.4858 -4.3033
C -17.5869 -6.8045 -3.4679
C -17.7799 -5.4806 -3.5166
C -17.2603 -4.7138 -4.6105
C -18.1652 -7.5319 -2.2944
O -18.2735 -8.7824 -2.3060
O -18.5943 -6.9424 -1.2376
H -15.6451 -7.3579 -6.2324
H -16.5954 -8.5226 -4.2443
H -18.4745 -4.8712 -2.9280
H -17.3456 -3.7039 -4.6849
*
```

Results
Expectation value of S² = 2.08
Energy = -162589.308 eV

[6]
This record from OMol25 describes a molecular structure, C37H28F6N3O7PS2Ti at a distorted geometry. The level of theory is ωB97M-V with the def2-TZVPD basis set.

The geometry in ORCA input format:
```
! wB97M-V def2-TZVPD RIJCOSX def2/J DEFGRID3
* xyz -2 1
Ti 0.4568 0.9704 -0.3538
O 0.4109 -0.8433 -1.3361
C 0.3805 -1.1862 -2.5706
C -0.0166 -2.5011 -2.9423
C -0.1413 -2.8768 -4.2567
C 0.1642 -1.9908 -5.3008
C 0.6478 -0.7450 -4.9683
C 0.7722 -0.3294 -3.6381
C 1.5154 0.8764 -3.3555
N 1.6872 1.3797 -2.2025
C 2.6851 2.4496 -2.0621
C 2.4226 3.1054 -0.7045
N 0.9643 3.0227 -0.5957
C 0.2607 3.9008 -1.1910
C -1.0596 3.7307 -1.7904
C -1.6368 4.8631 -2.3716
C -2.8144 4.8111 -3.0884
C -3.4321 3.5658 -3.2558
C -2.8890 2.4255 -2.7157
C -1.6921 2.4522 -1.9479
O -1.2460 1.3615 -1.4379
H -0.2118 -3.2027 -2.1417
H -0.4665 -3.8856 -4.4898
H 0.0652 -2.2949 -6.3349
H 0.9618 -0.0576 -5.7490
H 2.0292 1.3328 -4.2109
H 2.5678 3.1830 -2.8698
H 3.6798 2.0076 -2.1009
H 2.7698 4.1424 -0.6588
H 2.8837 2.5280 0.0932
H 0.7354 4.8691 -1.4033
H -1.1281 5.8146 -2.2422
H -3.2449 5.7076 -3.5163
H -4.3517 3.4953 -3.8282
H -3.3628 1.4595 -2.8429
F 3.3524 -2.3983 1.0669
C 4.5151 -2.1579 0.4481
F 4.5676 -2.9487 -0.6385
F 5.5052 -2.5479 1.2647
S 4.6713 -0.3784 -0.0414
O 3.6921 -0.2805 -1.0981
O 6.0517 -0.2888 -0.4626
N 4.4482 0.4718 1.2195
S 3.2325 0.5225 2.3385
O 1.5617 0.6445 0.8910
O 3.0529 1.9539 2.6822
C 4.4605 0.0925 3.7395
F 3.8089 0.2463 4.9277
F 5.6287 0.7274 3.8614
F 4.7554 -1.2380 3.6733
O -1.3111 3.1570 1.0314
C -0.8872 2.0182 1.1969
C -1.3772 1.3947 2.5074
C -1.6951 2.2174 3.5896
C -2.2161 1.6796 4.7502
C -2.4568 0.3080 4.8392
C -2.1420 -0.5119 3.7725
C -1.5864 0.0298 2.6094
P -1.0369 -0.9667 1.1861
C -0.3911 -2.4296 2.0662
C -0.8700 -3.7320 1.9641
C -0.2496 -4.7632 2.6610
C 0.8577 -4.5050 3.4552
C 1.3444 -3.2075 3.5573
C 0.7235 -2.1780 2.8691
C -2.6219 -1.4632 0.4229
C -2.6475 -2.4791 -0.5342
C -3.7897 -2.7360 -1.2776
C -4.9299 -1.9661 -1.0919
C -4.9108 -0.9361 -0.1622
C -3.7685 -0.6850 0.5861
H -1.5206 3.2811 3.4867
H -2.4360 2.3213 5.5966
H -2.8737 -0.1157 5.7458
H -2.3059 -1.5820 3.8406
H -1.7429 -3.9489 1.3625
H -0.6340 -5.7732 2.5745
H 1.3499 -5.3140 3.9820
H 2.2258 -2.9886 4.1474
H 1.1277 -1.1742 2.9292
H -1.7523 -3.0545 -0.7246
H -3.7773 -3.5248 -2.0203
H -5.8187 -2.1541 -1.6825
H -5.7861 -0.3129 -0.0222
H -3.7647 0.1339 1.2945
*
```

Results
Energy relative to the best compared isomer or geometry (same formula, charge and spin) = 0.0 kcal/mol